1.
Here is a molecular structure, C45H28Br2F4N6OPSn in a non-equilibrium geometry from the OMol25 dataset. Energies are from the ωB97M-V functional and the def2-TZVPD basis.

Calculated values
HOMO (spin up / spin down) = -0.3386 / -0.3416 hartree
Kohn-Sham gap (spin up / spin down) = 5.74 / 5.82 eV

```
! wB97M-V def2-TZVPD RIJCOSX def2/J DEFGRID3
* xyz 1 1
Sn -0.637 -2.096 -0.988
F -3.400 -7.379 4.419
C -2.874 -6.203 3.938
C -2.320 -5.265 4.804
F -2.184 -5.487 6.137
C -1.848 -4.075 4.242
F -1.180 -3.208 5.080
C -1.876 -3.796 2.852
P -0.795 -2.505 2.117
C 0.871 -2.872 2.755
C 1.318 -2.331 3.960
C 2.672 -2.445 4.306
C 3.588 -3.094 3.489
C 3.080 -3.797 2.389
C 1.761 -3.653 2.032
C -1.258 -0.936 2.809
C -2.612 -0.668 3.021
C -3.008 0.542 3.562
C -2.099 1.525 3.914
C -0.723 1.226 3.748
C -0.299 0.078 3.080
C -2.607 -4.688 2.054
Br -2.973 -4.328 0.232
C -3.091 -5.862 2.615
F -3.765 -6.777 1.882
H 0.600 -1.827 4.578
H 2.976 -1.991 5.235
H 4.637 -3.073 3.702
H 3.698 -4.456 1.813
H 1.388 -4.143 1.118
H -3.388 -1.411 2.888
H -4.105 0.734 3.592
H -2.466 2.429 4.375
H 0.022 1.975 4.014
H 0.755 -0.121 2.766
Br 6.049 4.149 -1.290
C 6.583 2.865 -2.511
C 6.332 2.946 -3.901
C 6.160 1.774 -4.616
C 6.353 0.576 -3.956
C 6.955 0.525 -2.677
C 7.178 1.697 -1.994
N 5.649 -0.551 -4.287
N 4.690 -0.550 -5.083
C 3.540 -1.131 -4.544
C 2.491 -1.411 -5.480
C 1.156 -1.643 -5.067
C 0.862 -1.774 -3.675
O -0.342 -2.068 -3.198
C 1.968 -1.641 -2.766
N 1.629 -1.824 -1.411
C 2.575 -1.494 -0.527
C 3.947 -1.457 -0.814
C 4.324 -1.488 -2.131
C 3.306 -1.382 -3.129
H 6.063 3.947 -4.283
H 5.931 1.763 -5.699
H 7.096 -0.457 -2.269
H 7.671 1.751 -1.060
H 2.728 -1.509 -6.518
H 0.338 -1.666 -5.792
H 2.250 -1.318 0.499
H 4.644 -1.266 0.006
H 5.306 -1.794 -2.446
N -3.627 4.900 -1.064
C -4.762 5.748 -0.965
C -4.947 7.031 -0.503
C -6.289 7.412 -0.208
C -7.332 6.469 -0.377
C -7.122 5.186 -0.793
C -5.822 4.791 -1.053
N -5.359 3.509 -1.200
C -4.018 3.619 -1.171
C -3.095 2.468 -1.247
C -1.705 2.575 -1.102
C -0.904 1.445 -1.131
N -1.408 0.192 -1.199
C -2.780 0.109 -1.327
C -3.635 1.177 -1.364
H -2.652 5.186 -1.071
H -4.117 7.725 -0.301
H -6.567 8.381 0.203
H -8.303 6.852 -0.085
H -7.906 4.468 -1.006
H -1.200 3.519 -1.016
H 0.184 1.545 -1.067
H -3.224 -0.905 -1.453
H -4.702 1.008 -1.415
*
```

Atomic partial charges in e from the Mulliken method, atoms 1 to 8: Sn 1.2879; F -0.2699; C 0.4329; C 0.1477; F -0.2601; C 0.1501; F -0.3148; C -0.0695

=====

2.
Here is 3 unconnected molecules or ions with the total composition C2H9NO2 from the OMol25 dataset. Energies are from the ωB97M-V functional and the def2-TZVPD basis.

Calculated values
HOMO (spin up / spin down) = 0.0479 / -0.2058 hartree
Kohn-Sham gap (spin up / spin down) = 2.08 / 9.29 eV
ΔE to the lowest compared entry with this formula, charge and spin = 78.7 kJ/mol

```
! wB97M-V def2-TZVPD RIJCOSX def2/J DEFGRID3
* xyz -1 2
C 0.356 -0.326 0.142
C -0.417 -0.532 -0.920
N -0.509 0.268 -2.062
H 1.132 0.428 0.135
H 0.236 -0.849 1.075
H -1.129 -1.355 -0.983
H 0.184 0.984 -2.187
H -1.434 0.587 -2.296
H -0.618 3.021 4.630
H 0.533 3.017 5.704
O 0.154 2.519 4.966
H 1.230 -2.809 -2.517
H -0.182 -2.237 -2.582
O 0.467 -2.717 -3.107
*
```

Atomic partial charges in e from the natural (NBO) method, atoms 1 to 8: C -0.6347; C -0.1849; N -0.8816; H 0.1890; H 0.2046; H 0.1670; H 0.3673; H 0.3578

=====

3.
Here is a molecular structure, C15H15LuN5O5S5 from the OMol25 dataset. Energies are from the ωB97M-V functional and the def2-TZVPD basis.

Calculated values
HOMO = -0.1407 hartree
Kohn-Sham gap = 5.67 eV
ΔE to the lowest compared entry with this formula, charge and spin = 20.7 kJ/mol

```
! wB97M-V def2-TZVPD RIJCOSX def2/J DEFGRID3
* xyz -1 1
Lu 0.593 -0.094 0.408
O -1.938 -0.612 -0.298
C -2.579 -1.550 0.551
C -2.176 -1.362 2.002
N -0.728 -1.446 2.168
C -0.229 -2.817 2.015
C 0.123 -3.201 0.572
O 0.090 -4.375 0.232
O 0.476 -2.212 -0.166
C -0.290 -0.885 3.446
C 1.218 -0.601 3.395
O 1.891 -0.649 4.408
O 1.647 -0.318 2.212
H -2.205 0.297 -0.068
H -2.289 -2.534 0.175
H -3.670 -1.472 0.462
H -2.698 -2.103 2.630
H -2.492 -0.370 2.336
H -0.931 -3.555 2.426
H 0.702 -2.903 2.582
H -0.505 -1.546 4.297
H -0.796 0.075 3.586
S 0.009 7.527 1.157
C 0.165 5.872 1.068
S 1.567 5.068 0.488
C 1.000 3.415 0.602
C -0.252 3.287 1.118
S -1.156 1.806 1.395
S -1.052 4.771 1.568
S 2.091 2.190 0.012
N 0.039 1.260 -3.923
C -0.842 2.231 -3.498
C -0.997 2.044 -2.158
N -0.246 0.972 -1.756
C 0.366 0.528 -2.826
C 1.376 -0.511 -2.721
N 2.102 -0.655 -1.636
C 2.886 -1.755 -1.855
C 2.652 -2.255 -3.098
N 1.672 -1.455 -3.648
H 0.467 1.198 -4.828
H -1.246 2.960 -4.173
H -1.580 2.600 -1.446
H 3.554 -2.127 -1.101
H 3.052 -3.102 -3.621
H 1.158 -1.634 -4.491
*
```

Atomic partial charges in e from the natural (NBO) method, atoms 1 to 8: Lu 1.7321; O -0.7321; C -0.0738; C -0.2451; N -0.4781; C -0.3496; C 0.7898; O -0.6751

=====

4.
Here is 2 unconnected molecules or ions with the total composition C3H8NO in a non-equilibrium geometry from the OMol25 dataset. Energies are from the ωB97M-V functional and the def2-TZVPD basis.

Calculated values
HOMO = -0.5903 hartree
Kohn-Sham gap = 12.37 eV
ΔE to the lowest compared entry with this formula, charge and spin = 286.0 kJ/mol

```
! wB97M-V def2-TZVPD RIJCOSX def2/J DEFGRID3
* xyz 1 1
C -0.347 0.387 0.248
C 0.948 0.046 -0.397
C -1.635 -0.198 -0.311
N 0.678 -0.216 1.078
O 1.727 0.916 -0.836
H -0.488 1.376 0.633
H 1.058 -1.318 -1.078
H -1.416 -1.021 -1.025
H -2.294 0.580 -0.827
H -2.241 -0.692 0.454
H 1.005 0.473 1.796
H 0.419 -1.060 1.502
H 2.587 0.727 -1.238
*
```

Atomic partial charges in e from the natural (NBO) method, atoms 1 to 8: C -0.1094; C 0.3679; C -0.6410; N -0.5771; O -0.6511; H 0.2416; H 0.1898; H 0.2365